ORCA calculation (the ωB97M-V functional and the def2-TZVPD basis) on a cluster of 14 separate species, C85H180BF16N9O12S4 in total in a non-equilibrium geometry.

Last columns: bonded neighbours and bond lengths (Å).
Geometry (Å):
1 C 5.36 1.98 5.86  C2 1.480, H11 1.110, H12 1.096, H13 1.114
2 C 6.50 1.32 6.54  C1 1.480, C3 1.531, H14 1.101, H15 1.070
3 C 6.29 -0.11 7.04  C2 1.531, C4 1.517, H16 1.101, H17 1.101
4 C 5.02 -0.33 7.83  C3 1.517, N5 1.518, H18 1.121, H19 1.110
5 N 4.86 -1.76 8.34  C4 1.518, C6 1.530, C9 1.489, C10 1.488
6 C 4.91 -2.80 7.22  N5 1.530, C7 1.527, H20 1.078, H21 1.067
7 C 4.11 -3.98 7.77  C6 1.527, C8 1.577, H22 1.081, H23 1.122
8 C 3.12 -3.37 8.83  C7 1.577, C9 1.519, H24 1.097, H25 1.074
9 C 3.50 -1.90 8.91  N5 1.489, C8 1.519, H26 1.101, H27 1.099
10 C 5.85 -2.10 9.40  N5 1.488, H28 1.079, H29 1.111, H30 1.084
11 H 5.16 1.40 4.94  C1 1.110
12 H 5.51 3.05 5.65  C1 1.096
13 H 4.42 1.91 6.45  C1 1.114
14 H 6.81 2.01 7.34  C2 1.101
15 H 7.30 1.24 5.84  C2 1.070
16 H 7.17 -0.35 7.66  C3 1.101
17 H 6.29 -0.73 6.13  C3 1.101
18 H 4.09 -0.05 7.27  C4 1.121
19 H 5.04 0.36 8.69  C4 1.110
20 H 5.93 -3.08 7.00  C6 1.078
21 H 4.40 -2.37 6.39  C6 1.067
22 H 4.67 -4.78 8.23  C7 1.081
23 H 3.52 -4.48 6.95  C7 1.122
24 H 3.15 -3.95 9.76  C8 1.097
25 H 2.11 -3.48 8.48  C8 1.074
26 H 3.54 -1.47 9.92  C9 1.101
27 H 2.80 -1.30 8.31  C9 1.099
28 H 6.76 -2.48 8.96  C10 1.079
29 H 5.37 -2.85 10.06  C10 1.111
30 H 6.04 -1.19 9.95  C10 1.084
31 C 6.15 4.33 -4.24  C32 1.540, H41 1.096, H42 1.108, H43 1.096
32 C 5.30 3.20 -3.63  C31 1.540, C33 1.564, H44 1.068, H45 1.121
33 C 4.91 2.20 -4.77  C32 1.564, C34 1.499, H46 1.092, H47 1.083
34 C 3.73 1.38 -4.34  C33 1.499, N35 1.504, H48 1.101, H49 1.065
35 N 3.24 0.39 -5.36  C34 1.504, C36 1.565, C39 1.537, C40 1.465
36 C 2.26 -0.62 -4.67  N35 1.565, C37 1.518, H50 1.096, H51 1.075
37 C 2.36 -1.84 -5.56  C36 1.518, C38 1.535, H52 1.096, H53 1.096
38 C 3.64 -1.74 -6.40  C37 1.535, C39 1.540, H54 1.116, H55 1.059
39 C 4.38 -0.55 -5.77  N35 1.537, C38 1.540, H56 1.069, H57 1.113
40 C 2.65 1.08 -6.52  N35 1.465, H58 1.112, H59 1.088, H60 1.105
41 H 6.51 5.08 -3.51  C31 1.096
42 H 5.48 4.85 -4.95  C31 1.108
43 H 6.94 3.98 -4.92  C31 1.096
44 H 4.42 3.60 -3.18  C32 1.068
45 H 5.73 2.56 -2.82  C32 1.121
46 H 5.83 1.62 -4.91  C33 1.092
47 H 4.78 2.82 -5.66  C33 1.083
48 H 2.82 1.97 -4.17  C34 1.101
49 H 4.01 0.86 -3.45  C34 1.065
50 H 1.28 -0.16 -4.52  C36 1.096
51 H 2.68 -0.75 -3.69  C36 1.075
52 H 1.45 -1.90 -6.18  C37 1.096
53 H 2.29 -2.70 -4.89  C37 1.096
54 H 3.44 -1.53 -7.48  C38 1.116
55 H 4.27 -2.59 -6.34  C38 1.059
56 H 5.08 -0.02 -6.38  C39 1.069
57 H 4.93 -0.88 -4.86  C39 1.113
58 H 3.37 1.70 -7.09  C40 1.112
59 H 1.86 1.75 -6.19  C40 1.088
60 H 2.25 0.29 -7.18  C40 1.105
61 C -2.41 1.08 -4.82  C62 1.566, H71 1.108, H72 1.079, H73 1.092
62 C -3.51 2.16 -5.10  C61 1.566, C63 1.532, H74 1.104, H75 1.072
63 C -4.40 1.77 -6.28  C62 1.532, C64 1.495, H76 1.083, H77 1.097
64 C -3.59 1.29 -7.45  C63 1.495, N65 1.539, H78 1.092, H79 1.077
65 N -4.40 0.83 -8.68  C64 1.539, C66 1.515, C69 1.564, C70 1.485
66 C -5.39 -0.23 -8.23  N65 1.515, C67 1.479, H80 1.133, H81 1.065
67 C -5.84 -1.01 -9.41  C66 1.479, C68 1.602, H82 1.058, H83 1.095
68 C -4.60 -0.82 -10.41  C67 1.602, C69 1.542, H84 1.089, H85 1.075
69 C -3.53 0.02 -9.69  N65 1.564, C68 1.542, H86 1.060, H87 1.064
70 C -5.10 2.01 -9.26  N65 1.485, H88 1.102, H89 1.103, H90 1.076
71 H -2.85 0.07 -4.93  C61 1.108
72 H -1.91 1.15 -3.87  C61 1.079
73 H -1.61 0.98 -5.55  C61 1.092
74 H -3.09 3.16 -5.33  C62 1.104
75 H -4.11 2.32 -4.23  C62 1.072
76 H -4.90 2.70 -6.52  C63 1.083
77 H -5.09 1.01 -5.90  C63 1.097
78 H -3.04 0.38 -7.22  C64 1.092
79 H -2.87 2.00 -7.82  C64 1.077
80 H -6.28 0.16 -7.65  C66 1.133
81 H -4.86 -0.88 -7.58  C66 1.065
82 H -6.73 -0.68 -9.87  C67 1.058
83 H -5.90 -2.07 -9.14  C67 1.095
84 H -4.95 -0.44 -11.37  C68 1.089
85 H -4.15 -1.78 -10.58  C68 1.075
86 H -3.02 0.66 -10.36  C69 1.060
87 H -2.85 -0.57 -9.13  C69 1.064
88 H -5.91 2.29 -8.57  C70 1.102
89 H -5.63 1.64 -10.15  C70 1.103
90 H -4.41 2.82 -9.35  C70 1.076
91 C 1.64 -4.80 -1.88  C92 1.570, H101 1.126, H102 1.119, H103 1.130
92 C 0.29 -5.56 -2.15  C91 1.570, C93 1.477, H104 1.132, H105 1.097
93 C -0.77 -4.62 -2.55  C92 1.477, N94 1.516, H106 1.100, H107 1.135
94 N -2.15 -5.19 -2.78  C93 1.516, C95 1.550, C99 1.512, C100 1.443
95 C -2.81 -5.53 -1.41  N94 1.550, C96 1.517, H108 1.077, H109 1.102
96 C -4.29 -5.78 -1.55  C95 1.517, C97 1.514, H110 1.106, H111 1.067
97 C -5.04 -4.64 -2.20  C96 1.514, C98 1.525, H112 1.112, H113 1.094
98 C -4.49 -4.36 -3.60  C97 1.525, C99 1.551, H114 1.098, H115 1.092
99 C -2.97 -4.10 -3.43  N94 1.512, C98 1.551, H116 1.111, H117 1.092
100 C -2.03 -6.39 -3.57  N94 1.443, H118 1.076, H119 1.086, H120 1.097
101 H 1.85 -4.04 -2.69  C91 1.126
102 H 2.47 -5.54 -1.82  C91 1.119
103 H 1.59 -4.21 -0.92  C91 1.130
104 H -0.12 -6.01 -1.19  C92 1.132
105 H 0.55 -6.28 -2.94  C92 1.097
106 H -0.48 -4.22 -3.54  C93 1.100
107 H -0.94 -3.73 -1.87  C93 1.135
108 H -2.67 -4.64 -0.82  C95 1.077
109 H -2.27 -6.42 -1.04  C95 1.102
110 H -4.64 -5.90 -0.51  C96 1.106
111 H -4.35 -6.65 -2.16  C96 1.067
112 H -4.94 -3.74 -1.56  C97 1.112
113 H -6.10 -4.94 -2.21  C97 1.094
114 H -4.82 -3.40 -4.02  C98 1.098
115 H -4.86 -5.10 -4.30  C98 1.092
116 H -2.86 -3.27 -2.71  C99 1.111
117 H -2.56 -3.91 -4.43  C99 1.092
118 H -1.98 -7.23 -2.91  C100 1.076
119 H -1.18 -6.37 -4.25  C100 1.086
120 H -2.87 -6.48 -4.27  C100 1.097
121 C 4.58 -7.09 -1.15  C122 1.531, H131 1.076, H132 1.097, H133 1.104
122 C 4.53 -6.40 0.21  C121 1.531, C123 1.495, H134 1.150, H135 1.099
123 C 5.81 -5.64 0.36  C122 1.495, N124 1.582, H136 1.113, H137 1.103
124 N 6.10 -5.03 1.79  C123 1.582, C125 1.505, C129 1.480, C130 1.513
125 C 7.33 -4.18 1.63  N124 1.505, C126 1.572, H138 1.157, H139 1.129
126 C 7.76 -3.46 2.96  C125 1.572, C127 1.514, H140 1.093, H141 1.118
127 C 6.62 -2.68 3.56  C126 1.514, C128 1.528, H142 1.077, H143 1.103
128 C 5.35 -3.52 3.71  C127 1.528, C129 1.581, H144 1.116, H145 1.058
129 C 4.99 -4.21 2.33  N124 1.480, C128 1.581, H146 1.087, H147 1.100
130 C 6.37 -6.22 2.68  N124 1.513, H148 1.103, H149 1.104, H150 1.097
131 H 4.74 -6.42 -1.98  C121 1.076
132 H 3.66 -7.67 -1.25  C121 1.097
133 H 5.38 -7.85 -1.15  C121 1.104
134 H 4.36 -7.23 0.99  C122 1.150
135 H 3.73 -5.66 0.30  C122 1.099
136 H 5.90 -4.75 -0.30  C123 1.113
137 H 6.73 -6.23 0.23  C123 1.103
138 H 6.93 -3.40 0.87  C125 1.157
139 H 8.17 -4.77 1.17  C125 1.129
140 H 8.49 -2.70 2.65  C126 1.093
141 H 8.21 -4.19 3.68  C126 1.118
142 H 6.38 -1.86 2.90  C127 1.077
143 H 6.91 -2.24 4.53  C127 1.103
144 H 4.47 -2.98 4.14  C128 1.116
145 H 5.46 -4.29 4.43  C128 1.058
146 H 4.79 -3.47 1.55  C129 1.087
147 H 4.09 -4.79 2.56  C129 1.100
148 H 7.03 -6.90 2.11  C130 1.103
149 H 5.43 -6.73 2.95  C130 1.104
150 H 6.86 -5.95 3.63  C130 1.097
151 C 0.48 -4.32 2.20  C152 1.562, H161 1.106, H162 1.111, H163 1.097
152 C -0.36 -4.32 3.52  C151 1.562, C153 1.538, H164 1.111, H165 1.066
153 C -1.63 -3.48 3.27  C152 1.538, N154 1.462, H166 1.109, H167 1.074
154 N -2.47 -3.22 4.44  C153 1.462, C155 1.505, C159 1.503, C160 1.528
155 C -3.83 -2.76 3.98  N154 1.505, C156 1.491, H168 1.096, H169 1.082
156 C -4.62 -3.84 3.32  C155 1.491, C157 1.478, H170 1.096, H171 1.086
157 C -4.87 -5.00 4.20  C156 1.478, C158 1.527, H172 1.116, H173 1.112
158 C -3.50 -5.54 4.62  C157 1.527, C159 1.529, H174 1.087, H175 1.102
159 C -2.68 -4.44 5.29  N154 1.503, C158 1.529, H176 1.102, H177 1.114
160 C -1.76 -2.10 5.19  N154 1.528, H178 1.057, H179 1.115, H180 1.074
161 H 0.85 -3.28 2.05  C151 1.106
162 H -0.18 -4.65 1.37  C151 1.111
163 H 1.33 -4.99 2.35  C151 1.097
164 H 0.29 -3.89 4.31  C152 1.111
165 H -0.71 -5.31 3.68  C152 1.066
166 H -2.18 -3.99 2.45  C153 1.109
167 H -1.34 -2.53 2.86  C153 1.074
168 H -3.65 -1.94 3.28  C155 1.096
169 H -4.29 -2.52 4.93  C155 1.082
170 H -4.12 -4.06 2.37  C156 1.096
171 H -5.54 -3.34 3.03  C156 1.086
172 H -5.59 -5.74 3.77  C157 1.116
173 H -5.41 -4.76 5.14  C157 1.112
174 H -3.01 -5.96 3.74  C158 1.087
175 H -3.50 -6.32 5.39  C158 1.102
176 H -1.66 -4.74 5.61  C159 1.102
177 H -3.22 -4.02 6.16  C159 1.114
178 H -0.83 -2.39 5.58  C160 1.057
179 H -2.46 -1.70 5.96  C160 1.115
180 H -1.68 -1.29 4.48  C160 1.074
181 C -1.12 4.20 0.37  C182 1.471, H191 1.075, H192 1.094, H193 1.111
182 C -0.02 3.31 -0.04  C181 1.471, C183 1.501, H194 1.095, H195 1.080
183 C 0.70 2.67 1.10  C182 1.501, N184 1.473, H196 1.103, H197 1.074
184 N 1.65 1.58 0.81  C183 1.473, C185 1.492, C189 1.543, C190 1.449
185 C 2.79 2.09 0.00  N184 1.492, C186 1.538, H198 1.095, H199 1.093
186 C 3.58 3.21 0.70  C185 1.538, C187 1.511, H200 1.089, H201 1.074
187 C 4.04 2.76 2.07  C186 1.511, C188 1.531, H202 1.077, H203 1.097
188 C 3.02 2.03 2.94  C187 1.531, C189 1.567, H204 1.108, H205 1.121
189 C 2.17 0.99 2.14  N184 1.543, C188 1.567, H206 1.054, H207 1.092
190 C 0.98 0.57 0.02  N184 1.449, H208 1.089, H209 1.086, H210 1.115
191 H -1.58 4.59 -0.52  C181 1.075
192 H -0.73 5.04 0.95  C181 1.094
193 H -1.92 3.65 0.91  C181 1.111
194 H 0.65 3.90 -0.67  C182 1.095
195 H -0.35 2.57 -0.76  C182 1.080
196 H -0.04 2.16 1.75  C183 1.103
197 H 1.15 3.45 1.69  C183 1.074
198 H 2.31 2.37 -0.95  C185 1.095
199 H 3.41 1.21 -0.18  C185 1.093
200 H 3.06 4.17 0.68  C186 1.089
201 H 4.46 3.29 0.10  C186 1.074
202 H 4.41 3.54 2.72  C187 1.077
203 H 4.92 2.13 1.89  C187 1.097
204 H 2.40 2.72 3.54  C188 1.108
205 H 3.49 1.38 3.73  C188 1.121
206 H 1.29 0.67 2.62  C189 1.054
207 H 2.90 0.22 1.88  C189 1.092
208 H 1.51 -0.36 -0.16  C190 1.089
209 H 0.63 0.95 -0.94  C190 1.086
210 H 0.15 0.26 0.69  C190 1.115
211 C -0.50 7.51 -1.45  C212 1.527, H221 1.100, H222 1.111, H223 1.117
212 C -1.99 7.64 -1.77  C211 1.527, C213 1.502, H224 1.124, H225 1.088
213 C -2.31 7.31 -3.19  C212 1.502, N214 1.521, H226 1.084, H227 1.065
214 N -3.76 6.92 -3.43  C213 1.521, C215 1.465, C219 1.553, C220 1.553
215 C -4.76 7.62 -2.62  N214 1.465, C216 1.481, H228 1.119, H229 1.120
216 C -4.89 9.04 -3.01  C215 1.481, C217 1.518, H230 1.113, H231 1.089
217 C -5.22 9.18 -4.48  C216 1.518, C218 1.516, H232 1.080, H233 1.136
218 C -4.13 8.59 -5.34  C217 1.516, C219 1.516, H234 1.089, H235 1.083
219 C -4.01 7.13 -4.95  N214 1.553, C218 1.516, H236 1.065, H237 1.081
220 C -3.83 5.39 -3.16  N214 1.553, H238 1.093, H239 1.073, H240 1.082
221 H -0.13 6.48 -1.61  C211 1.100
222 H -0.30 7.89 -0.42  C211 1.111
223 H 0.02 8.27 -2.07  C211 1.117
224 H -2.34 8.70 -1.62  C212 1.124
225 H -2.58 7.01 -1.11  C212 1.088
226 H -1.74 6.47 -3.56  C213 1.084
227 H -2.09 8.06 -3.91  C213 1.065
228 H -4.45 7.52 -1.54  C215 1.119
229 H -5.73 7.09 -2.78  C215 1.120
230 H -4.01 9.67 -2.78  C216 1.113
231 H -5.72 9.44 -2.42  C216 1.089
232 H -5.40 10.22 -4.70  C217 1.080
233 H -6.19 8.61 -4.68  C217 1.136
234 H -3.22 9.16 -5.17  C218 1.089
235 H -4.39 8.62 -6.39  C218 1.083
236 H -3.24 6.59 -5.43  C219 1.065
237 H -4.97 6.66 -5.16  C219 1.081
238 H -3.59 5.18 -2.11  C220 1.093
239 H -3.12 4.96 -3.84  C220 1.073
240 H -4.82 5.06 -3.43  C220 1.082
241 C -7.69 1.86 1.79  C242 1.452, H251 1.127, H252 1.070, H253 1.079
242 C -6.34 1.61 2.26  C241 1.452, C243 1.542, H254 1.085, H255 1.137
243 C -6.03 2.45 3.52  C242 1.542, N244 1.518, H256 1.085, H257 1.084
244 N -4.68 2.22 4.18  C243 1.518, C245 1.525, C249 1.440, C250 1.444
245 C -3.46 2.68 3.39  N244 1.525, C246 1.458, H258 1.087, H259 1.067
246 C -2.26 2.38 4.15  C245 1.458, C247 1.542, H260 1.088, H261 1.077
247 C -2.15 3.10 5.52  C246 1.542, C248 1.570, H262 1.065, H263 1.083
248 C -3.48 2.77 6.29  C247 1.570, C249 1.483, H264 1.039, H265 1.119
249 C -4.68 2.94 5.43  N244 1.440, C248 1.483, H266 1.120, H267 1.092
250 C -4.61 0.79 4.33  N244 1.444, H268 1.086, H269 1.099, H270 1.096
251 H -7.88 2.97 1.75  C241 1.127
252 H -8.44 1.53 2.47  C241 1.070
253 H -7.98 1.53 0.80  C241 1.079
254 H -5.55 1.84 1.55  C242 1.085
255 H -6.35 0.52 2.59  C242 1.137
256 H -6.78 2.23 4.27  C243 1.085
257 H -6.08 3.51 3.28  C243 1.084
258 H -3.51 3.76 3.24  C245 1.087
259 H -3.51 2.17 2.45  C245 1.067
260 H -1.47 2.70 3.47  C246 1.088
261 H -2.07 1.33 4.26  C246 1.077
262 H -2.00 4.15 5.41  C247 1.065
263 H -1.31 2.76 6.10  C247 1.083
264 H -3.51 3.52 7.00  C248 1.039
265 H -3.45 1.76 6.78  C248 1.119
266 H -4.97 3.99 5.18  C249 1.120
267 H -5.48 2.48 6.01  C249 1.092
268 H -3.98 0.32 3.57  C250 1.086
269 H -5.57 0.28 4.50  C250 1.099
270 H -4.01 0.62 5.22  C250 1.096
271 B -4.91 4.91 0.69  F272 1.401, F273 1.457, F274 1.374, F275 1.357
272 F -3.81 5.77 0.71  B271 1.401
273 F -4.44 3.56 0.39  B271 1.457
274 F -5.59 4.95 1.88  B271 1.374
275 F -5.71 5.39 -0.28  B271 1.357
276 C 1.28 4.71 -3.66  F277 1.305, F278 1.364, F279 1.342, S280 1.813
277 F 2.40 4.59 -4.33  C276 1.305
278 F 1.63 5.07 -2.39  C276 1.364
279 F 0.73 5.79 -4.24  C276 1.342
280 S 0.33 3.18 -3.85  C276 1.813, O281 1.414, O282 1.419, O283 1.433
281 O 1.01 2.16 -3.15  S280 1.414
282 O -0.92 3.51 -3.26  S280 1.419
283 O 0.27 2.96 -5.26  S280 1.433
284 C 0.99 0.11 5.89  F285 1.350, F286 1.384, F287 1.362, S288 1.883
285 F 0.58 0.98 4.93  C284 1.350
286 F 1.80 0.85 6.74  C284 1.384
287 F -0.15 -0.28 6.53  C284 1.362
288 S 2.00 -1.31 5.20  C284 1.883, O289 1.435, O290 1.470, O291 1.413
289 O 3.37 -0.94 4.96  S288 1.435
290 O 1.88 -2.33 6.25  S288 1.470
291 O 1.27 -1.57 4.02  S288 1.413
292 C -3.76 -0.14 -0.65  F293 1.341, F294 1.397, F295 1.384, S296 1.900
293 F -4.51 -0.63 -1.65  C292 1.341
294 F -3.00 0.91 -1.16  C292 1.397
295 F -4.64 0.32 0.32  C292 1.384
296 S -2.59 -1.42 0.12  C292 1.900, O297 1.450, O298 1.454, O299 1.462
297 O -2.01 -0.92 1.35  S296 1.450
298 O -3.50 -2.53 0.37  S296 1.454
299 O -1.65 -1.70 -0.96  S296 1.462
300 C 6.08 -0.69 -0.98  F301 1.345, F302 1.353, F303 1.371, S304 1.910
301 F 5.91 0.64 -0.90  C300 1.345
302 F 6.55 -1.03 -2.20  C300 1.353
303 F 7.09 -0.91 -0.08  C300 1.371
304 S 4.46 -1.61 -0.55  C300 1.910, O305 1.434, O306 1.443, O307 1.436
305 O 4.58 -3.04 -0.53  S304 1.434
306 O 4.21 -1.00 0.73  S304 1.443
307 O 3.65 -1.13 -1.63  S304 1.436

Net charge: +4
HOMO energy: -15.58 eV
DFT total energy: -216519.9970 eV

Löwdin population analysis, charges in e, atoms 1 to 2: C -0.111; C -0.260